Entry 1:
Formula: C6H11P
Source: OMol25
Level of theory: wB97M-V/def2-TZVPD

Structure (XYZ):
```
18
Properties=species:S:1:pos:R:3:mulliken_charge:R:1
C -1.4203 -2.7462 0.4007 0.155
C -0.5989 -1.8789 0.3876 -0.782
C -0.2781 1.2673 1.9363 -1.077
C 0.1901 -0.1875 -2.5869 -1.201
C 0.9533 0.4377 1.5748 -0.522
C 0.2778 0.4704 -1.2029 -0.466
P 1.0765 -0.6572 0.0406 0.138
H -2.1222 -3.5731 0.3520 0.376
H -1.2296 0.8320 2.1081 0.369
H 0.0343 1.8247 2.9485 0.277
H -0.6166 2.0357 1.1407 0.266
H -0.1660 0.5061 -3.3912 0.333
H 1.2194 -0.3963 -2.9064 0.331
H -0.4200 -1.0489 -2.5065 0.348
H 1.2729 -0.2236 2.3610 0.412
H 1.6709 1.2722 1.4572 0.372
H -0.6884 0.5610 -0.7509 0.342
H 0.8448 1.5047 -1.3627 0.327
```

## Properties
- HOMO-LUMO gap: 10.1 eV
- E_tot: -576.438203 hartree
- F_max: 4.48 eV Å⁻¹
- Energy above the lowest of the compared OMol25 structures with the same formula, charge and spin: 208.5 kJ/mol
- E_HOMO: -0.33538 Ha
- Charge: 0


Entry 2:
Formula: C3H6BrF2N
Source: OMol25
Level of theory: wB97M-V/def2-TZVPD

Structure (XYZ):
```
13
Properties=species:S:1:pos:R:3:mulliken_charge:R:1
C -1.7943 -0.9157 0.2611 -0.986
C 0.3208 0.1263 -0.5595 -0.570
C -1.0465 0.3928 -0.0311 0.908
N 1.4650 0.4329 -0.0972 -0.422
F -1.7155 1.2154 -0.9229 -0.276
F -1.0092 1.1048 1.1217 -0.308
Br 4.7573 0.2267 0.1062 -0.217
H -1.9525 -1.3149 -0.8628 0.282
H -1.1320 -1.5296 0.8563 0.304
H -2.7835 -0.6884 0.7634 0.317
H 0.1186 -0.2952 -1.5111 0.406
H 3.2953 0.3593 0.0411 0.269
H 1.4765 0.8855 0.8347 0.294
```

## Properties
- HOMO-LUMO gap (spin up / spin down): 7.4 / 7.1 eV
- Spin multiplicity: 3
- E_tot: -2946.221007 hartree
- F_max: 4.20 eV Å⁻¹
- Energy above the lowest of the compared OMol25 structures with the same formula, charge and spin: 215.1 kJ/mol
- E_HOMO (spin up / spin down): -0.24307 / -0.40217 Ha
- Charge: 0


Q: Look up the charge of the first one.
A: 0